Formula: C38H27F9I2N4O2PPdS
Source: the OMol25 dataset
Level of theory: the ωB97M-V functional and the def2-TZVPD basis

Its LUMO energy (spin up / spin down) is -4.859 / -5.080 eV. The value obtained for the gap between HOMO and LUMO (spin up / spin down) is 0.169 / 0.161 Ha. Its net charge is +1. The HOMO energy (spin up / spin down) is -0.3473 / -0.3473 Ha.

```
85
Properties=species:S:1:pos:R:3:mulliken_charge:R:1
Pd 0.29 -0.84 0.46 1.35
I 1.84 -3.90 4.40 0.00
C 2.84 -3.53 2.59 -0.39
C 3.83 -4.37 2.13 -0.34
C 4.42 -4.15 0.90 -0.24
I 5.86 -5.54 0.23 0.08
C 3.99 -3.09 0.07 0.86
C 4.46 -2.85 -1.24 -0.91
C 3.91 -1.84 -1.98 -1.13
C 2.89 -1.06 -1.43 -0.07
N 2.45 -1.25 -0.21 0.43
C 2.98 -2.21 0.56 0.29
C 2.41 -2.38 1.89 0.00
O 1.57 -1.57 2.35 -0.58
H 4.13 -5.22 2.73 0.38
H 5.23 -3.48 -1.65 0.21
H 4.25 -1.65 -2.99 0.58
H 2.44 -0.26 -2.00 0.21
N -4.00 -5.44 -1.71 -0.34
C -3.71 -4.92 -0.51 0.22
S -4.82 -4.96 0.72 -0.33
C -2.42 -4.26 -0.30 1.04
C -1.90 -4.16 0.99 -0.82
C -0.69 -3.52 1.18 -0.35
N 0.01 -2.98 0.18 -0.16
C -0.48 -3.08 -1.06 -0.54
C -1.68 -3.69 -1.35 -0.91
H -4.87 -5.92 -1.84 0.22
H -3.30 -5.53 -2.43 0.20
H -2.43 -4.60 1.82 0.48
H -0.27 -3.45 2.18 0.24
H 0.14 -2.66 -1.85 0.64
H -2.04 -3.70 -2.37 0.41
F 4.51 4.95 3.64 -0.27
C 3.90 5.43 2.55 0.79
F 3.31 6.58 2.91 -0.25
F 4.88 5.76 1.68 -0.25
C 2.93 4.45 1.94 0.20
C 1.97 4.93 1.05 -1.04
C 1.06 4.05 0.49 -0.57
C 1.13 2.70 0.82 -0.12
C 2.10 2.23 1.69 -0.77
C 3.01 3.10 2.26 -0.81
P -0.02 1.47 0.15 2.44
C 0.36 1.37 -1.63 0.68
C 1.35 2.09 -2.28 -1.31
C 1.71 1.77 -3.58 -1.11
C 1.07 0.72 -4.23 0.02
C 0.05 0.01 -3.60 -1.13
C -0.29 0.32 -2.30 -0.50
C 1.50 0.33 -5.62 0.75
F 2.83 0.26 -5.73 -0.25
F 1.02 -0.88 -5.97 -0.28
F 1.07 1.20 -6.54 -0.26
C -1.65 2.29 0.22 0.60
C -2.51 2.42 -0.87 -0.26
C -3.78 2.94 -0.69 -1.24
C -4.20 3.32 0.57 0.31
C -3.34 3.23 1.66 -0.96
C -2.08 2.71 1.48 -0.60
C -5.61 3.82 0.76 0.78
F -5.85 4.21 2.01 -0.29
F -6.50 2.85 0.49 -0.26
F -5.91 4.84 -0.05 -0.25
H 1.94 5.98 0.81 0.46
H 0.31 4.42 -0.18 0.60
H 2.13 1.17 1.94 0.42
H 3.76 2.75 2.95 0.51
H 1.87 2.89 -1.76 0.45
H 2.50 2.31 -4.09 0.46
H -0.45 -0.79 -4.12 0.58
H -1.08 -0.23 -1.78 0.82
H -2.18 2.13 -1.86 0.47
H -4.44 3.04 -1.54 0.46
H -3.68 3.54 2.64 0.54
H -1.40 2.63 2.32 0.51
C -3.83 -0.25 2.19 -1.38
C -2.38 -0.50 1.87 0.77
N -1.50 -0.36 2.86 0.00
O -2.04 -0.81 0.73 -0.44
H -4.33 -1.22 2.26 0.37
H -4.29 0.29 1.37 0.24
H -3.96 0.29 3.12 0.49
H -1.77 -0.13 3.80 0.26
H -0.51 -0.60 2.69 -0.10
```

Formula: C38H28InN10O
Source: the OMol25 dataset
Level of theory: the ωB97M-V functional and the def2-TZVPD basis

Its LUMO energy (spin up / spin down) is -4.170 / -4.178 eV. The value obtained for the gap between HOMO and LUMO (spin up / spin down) is 0.183 / 0.182 Ha. Its net charge is +1. The HOMO energy (spin up / spin down) is -0.3360 / -0.3356 Ha.

```
78
Properties=species:S:1:pos:R:3:mulliken_charge:R:1
In -0.08 -0.06 -0.92 2.29
C 0.63 6.52 -1.02 -0.67
C -0.77 6.52 -1.08 -0.70
C -1.49 5.34 -1.15 -0.20
C -0.77 4.15 -1.16 0.36
C -1.20 2.76 -1.23 -0.13
N -0.07 1.99 -1.21 -0.32
C 1.06 2.76 -1.13 0.09
N 2.33 2.33 -1.10 -0.80
C 2.74 1.08 -1.15 0.11
C 4.14 0.65 -1.11 0.22
C 5.33 1.37 -1.04 -0.15
C 6.51 0.65 -1.02 -0.67
C 6.51 -0.75 -1.06 -0.67
C 5.33 -1.47 -1.13 -0.22
C 4.14 -0.75 -1.15 0.26
C 2.75 -1.18 -1.22 0.04
N 2.33 -2.44 -1.25 -0.63
C 1.07 -2.86 -1.30 -0.21
N -0.06 -2.09 -1.34 -0.36
C -1.19 -2.86 -1.38 0.08
N -2.45 -2.43 -1.43 -0.77
C -2.87 -1.18 -1.43 0.13
N -2.10 -0.05 -1.38 -0.43
C -2.87 1.08 -1.38 0.10
N -2.46 2.34 -1.30 -0.68
C -4.27 0.65 -1.46 0.23
C -5.45 1.37 -1.50 -0.21
C -6.64 0.65 -1.58 -0.65
C -6.63 -0.75 -1.61 -0.68
C -5.45 -1.47 -1.57 -0.15
C -4.27 -0.75 -1.49 0.18
C -0.76 -4.25 -1.38 0.27
C -1.48 -5.44 -1.42 -0.22
C -0.77 -6.62 -1.40 -0.65
C 0.63 -6.63 -1.36 -0.68
C 1.35 -5.45 -1.32 -0.24
C 0.64 -4.25 -1.33 0.34
N 1.98 -0.05 -1.22 -0.44
C 0.63 4.15 -1.10 0.26
C 1.35 5.34 -1.03 -0.22
H 1.16 7.46 -0.97 0.41
H -1.30 7.47 -1.08 0.41
H -2.57 5.33 -1.21 0.58
H 5.32 2.45 -1.02 0.59
H 7.45 1.18 -0.97 0.41
H 7.46 -1.28 -1.05 0.42
H 5.32 -2.55 -1.17 0.57
H -5.45 2.45 -1.48 0.58
H -7.58 1.18 -1.62 0.41
H -7.57 -1.28 -1.68 0.42
H -5.44 -2.55 -1.60 0.58
H -2.57 -5.43 -1.46 0.58
H -1.30 -7.57 -1.43 0.42
H 1.16 -7.57 -1.35 0.41
H 2.44 -5.44 -1.29 0.58
H 2.43 5.33 -0.99 0.59
C -1.34 2.01 2.31 -0.93
N -0.55 1.05 3.06 0.17
C -0.28 1.35 4.46 -0.58
C 0.03 0.08 5.22 -0.73
C 1.15 -0.65 4.51 -0.57
N 0.81 -0.85 3.10 0.18
C 1.49 -1.94 2.41 -0.96
C 0.02 0.00 2.43 0.34
O -0.19 -0.18 1.20 -0.79
H -2.18 2.34 2.93 0.43
H -1.75 1.56 1.41 0.07
H -0.75 2.89 2.03 0.34
H -1.17 1.84 4.87 0.35
H 0.54 2.06 4.54 0.30
H -0.86 -0.55 5.26 0.30
H 0.32 0.32 6.24 0.37
H 1.30 -1.64 4.95 0.35
H 2.09 -0.10 4.59 0.29
H 1.49 -2.82 3.04 0.44
H 2.52 -1.67 2.17 0.34
H 0.96 -2.18 1.49 0.11
```

Formula: C38H29IN3O5PSTi
Source: the OMol25 dataset
Level of theory: the ωB97M-V functional and the def2-TZVPD basis

Its LUMO energy (spin up / spin down) is -0.739 / -0.727 eV. The value obtained for the gap between HOMO and LUMO (spin up / spin down) is 0.224 / 0.225 Ha. For the energy above the lowest of the compared OMol25 structures with the same formula, charge and spin, the calculation gives 0.0 kcal/mol. The HOMO energy (spin up / spin down) is -0.2511 / -0.2515 Ha.

```
79
Properties=species:S:1:pos:R:3:mulliken_charge:R:1
Ti -0.99 -0.39 0.38 -0.47
O 0.44 -8.12 -0.09 -0.48
C -0.52 -7.54 0.67 0.64
O -1.38 -8.21 1.17 -0.55
C -0.43 -6.06 0.86 1.00
C -1.13 -5.49 1.92 -1.27
C -1.10 -4.13 2.15 -0.53
C -0.35 -3.30 1.31 0.43
C 0.33 -3.86 0.23 0.30
C 0.30 -5.22 0.01 -1.34
N -0.27 -1.91 1.48 0.70
C -0.50 -1.31 2.67 -0.07
C -0.19 0.06 2.82 0.09
C -0.25 0.75 4.06 -1.24
C 0.19 2.04 4.13 -0.46
C 0.68 2.67 2.97 -0.93
C 0.64 1.99 1.79 0.28
N 0.20 0.72 1.69 0.56
H 1.12 -7.47 -0.32 0.30
H -1.72 -6.15 2.55 0.43
H -1.68 -3.72 2.96 0.35
H 0.88 -3.21 -0.44 0.33
H 0.81 -5.61 -0.86 0.32
H -0.86 -1.88 3.52 0.33
H -0.63 0.24 4.93 0.48
H 0.16 2.57 5.07 0.47
H 1.04 3.69 3.00 0.49
H 0.94 2.46 0.86 -0.08
C 3.25 4.37 -1.46 -0.61
C 1.86 4.43 -1.56 -0.65
C 1.11 3.26 -1.57 -0.37
C 1.75 2.02 -1.48 0.47
C 3.13 1.96 -1.40 -0.47
C 3.88 3.13 -1.39 -0.70
P 0.65 0.55 -1.52 2.74
C -0.10 0.76 -3.16 -0.02
C 0.70 0.85 -4.29 -0.49
C 0.13 1.08 -5.53 -0.85
C -1.25 1.24 -5.64 -0.57
C -2.05 1.18 -4.50 -0.69
C -1.47 0.94 -3.26 0.09
C 1.79 -0.87 -1.61 0.79
C 2.61 -1.10 -0.50 -0.55
C 3.47 -2.19 -0.48 -0.76
C 3.51 -3.07 -1.55 -0.70
C 2.67 -2.86 -2.64 -0.79
C 1.81 -1.77 -2.67 -0.90
H 3.83 5.28 -1.45 0.38
H 1.36 5.38 -1.62 0.46
H 0.03 3.31 -1.63 0.41
H 3.64 1.01 -1.35 0.41
H 4.96 3.08 -1.32 0.44
H 1.78 0.75 -4.21 0.47
H 0.75 1.15 -6.41 0.41
H -1.70 1.43 -6.60 0.39
H -3.12 1.32 -4.58 0.46
H -2.09 0.91 -2.37 0.14
H 2.56 -0.44 0.35 0.26
H 4.10 -2.35 0.39 0.44
H 4.18 -3.92 -1.53 0.43
H 2.68 -3.56 -3.47 0.45
H 1.15 -1.63 -3.51 0.45
I -3.77 5.02 5.98 0.08
C -3.33 4.11 4.15 -0.09
C -3.55 2.75 4.00 -0.56
C -3.23 2.14 2.79 -0.25
C -2.70 2.90 1.75 0.11
C -2.51 4.26 1.91 -0.47
C -2.82 4.88 3.11 -0.53
C -2.29 2.25 0.46 0.58
O -1.86 2.90 -0.47 -0.64
O -2.41 0.94 0.45 -0.53
H -3.95 2.17 4.81 0.42
H -3.38 1.08 2.66 0.47
H -2.10 4.83 1.09 0.48
H -2.66 5.94 3.24 0.39
O -2.92 -1.70 0.46 -0.42
S -2.57 -2.16 -0.92 0.17
N -1.29 -1.58 -1.39 -0.24
```

Formula: C38H30BrF5O3
Source: the OMol25 dataset
Level of theory: the ωB97M-V functional and the def2-TZVPD basis

Its LUMO energy is -1.477 eV. The value obtained for the gap between HOMO and LUMO is 0.281 Ha. For the energy above the lowest of the compared OMol25 structures with the same formula, charge and spin, the calculation gives 1.6 kcal/mol. The HOMO energy is -0.3355 Ha.

```
77
Properties=species:S:1:pos:R:3:mulliken_charge:R:1
O -2.70 6.60 0.07 -0.55
C -2.26 5.51 -0.19 -0.08
C -3.09 4.47 -0.86 -0.32
C -2.55 3.42 -1.44 -0.57
C -1.09 3.23 -1.44 0.70
O -0.52 2.45 -2.17 -0.58
C -0.34 4.04 -0.46 0.02
C 1.07 3.63 -0.10 -0.50
C 1.11 3.35 1.38 0.53
O 1.81 3.89 2.18 -0.48
Br -0.20 1.98 1.92 -0.15
C -0.88 5.11 0.12 -0.08
H -4.15 4.61 -0.84 0.46
H -3.14 2.67 -1.94 0.49
H 1.77 4.41 -0.34 0.39
H 1.34 2.74 -0.64 0.16
H -0.32 5.70 0.83 0.51
F 1.53 0.41 -0.41 -0.14
C 1.91 -0.61 -1.21 0.15
C 0.99 -1.13 -2.10 -0.06
C 1.38 -2.19 -2.91 -0.36
C 2.67 -2.71 -2.82 -0.90
C 3.57 -2.16 -1.92 -0.18
C 3.20 -1.10 -1.11 -0.54
H -0.01 -0.72 -2.14 0.55
H 0.67 -2.61 -3.61 0.36
H 2.96 -3.53 -3.45 0.34
H 4.57 -2.57 -1.84 0.41
H 3.89 -0.66 -0.40 0.54
F -1.18 -3.37 -1.18 -0.30
C -1.62 -2.89 0.00 0.06
C -0.79 -2.05 0.72 0.48
C -1.25 -1.54 1.93 -0.93
C -2.51 -1.88 2.41 -0.70
C -3.31 -2.74 1.67 -0.39
C -2.87 -3.25 0.46 -0.55
H 0.18 -1.79 0.34 0.32
H -0.62 -0.88 2.50 0.69
H -2.86 -1.48 3.35 0.41
H -4.29 -3.02 2.04 0.38
H -3.48 -3.92 -0.13 0.45
F 4.17 -4.33 -1.26 -0.29
C 3.28 -5.05 -0.53 -0.26
C 3.70 -6.22 0.07 -0.24
C 2.78 -6.96 0.80 -0.48
C 1.47 -6.53 0.92 -0.78
C 1.07 -5.35 0.31 -0.15
C 1.98 -4.60 -0.43 0.69
H 4.73 -6.54 -0.04 0.45
H 3.10 -7.88 1.29 0.38
H 0.76 -7.11 1.49 0.42
H 0.05 -5.01 0.39 0.27
H 1.69 -3.68 -0.91 -0.10
F 4.10 -2.79 3.15 -0.30
C 5.35 -2.70 2.66 0.07
C 6.33 -2.10 3.43 -0.51
C 7.62 -2.01 2.92 -0.35
C 7.91 -2.51 1.66 -0.60
C 6.91 -3.11 0.90 -0.45
C 5.62 -3.21 1.40 0.09
H 6.08 -1.71 4.40 0.44
H 8.40 -1.54 3.51 0.37
H 8.91 -2.43 1.27 0.38
H 7.13 -3.49 -0.08 0.39
H 4.83 -3.68 0.83 0.46
F -6.56 4.55 -1.76 -0.32
C -7.31 5.64 -1.46 0.51
C -7.31 6.12 -0.17 -0.40
C -8.07 7.24 0.13 -0.36
C -8.82 7.85 -0.86 -0.52
C -8.82 7.35 -2.15 -0.30
C -8.05 6.24 -2.46 -0.49
H -6.71 5.62 0.59 0.40
H -8.07 7.63 1.14 0.35
H -9.42 8.73 -0.62 0.37
H -9.41 7.83 -2.92 0.35
H -8.02 5.83 -3.47 0.41
```

Formula: C38H30I2N8O4SSc
Source: the OMol25 dataset
Level of theory: the ωB97M-V functional and the def2-TZVPD basis

Its LUMO energy is -3.470 eV. The value obtained for the gap between HOMO and LUMO is 0.254 Ha. For the energy above the lowest of the compared OMol25 structures with the same formula, charge and spin, the calculation gives 0.0 kcal/mol. Its net charge is +1. The HOMO energy is -0.3812 Ha.

```
84
Properties=species:S:1:pos:R:3:mulliken_charge:R:1
Sc 0.74 -0.41 0.02 0.74
C 3.70 -0.42 -3.64 -0.57
C 3.40 -0.39 -2.28 -0.17
N 2.36 0.30 -1.82 -0.13
C 1.62 0.96 -2.71 0.85
C 1.84 0.81 -4.07 -0.17
N 2.89 0.13 -4.53 -0.56
C 0.71 1.98 -2.13 -0.08
C 0.37 3.09 -2.87 -0.91
C -0.26 4.16 -2.25 0.66
C -0.45 4.07 -0.88 -1.48
C -0.08 2.93 -0.19 0.58
N 0.43 1.86 -0.82 0.65
C -0.22 2.87 1.29 -0.30
C -0.18 4.02 2.06 -0.65
N -0.31 3.99 3.38 -0.57
C -0.49 2.79 3.93 -0.71
C -0.51 1.64 3.16 -0.20
N -0.38 1.68 1.84 0.99
C -0.66 5.37 -3.01 0.53
C 0.11 5.85 -4.06 -0.55
C -0.32 6.99 -4.73 -0.43
N -1.43 7.65 -4.43 -0.59
C -2.17 7.18 -3.43 -0.44
C -1.83 6.06 -2.69 -0.50
H 4.58 -0.92 -4.00 0.42
H 3.97 -0.95 -1.56 0.45
H 1.16 1.23 -4.80 0.46
H 0.61 3.14 -3.92 0.48
H -0.88 4.90 -0.34 0.67
H 0.01 5.00 1.62 0.52
H -0.59 2.74 5.01 0.45
H -0.63 0.67 3.62 0.04
H 1.04 5.38 -4.33 0.46
H 0.27 7.39 -5.55 0.38
H -3.08 7.73 -3.20 0.37
H -2.48 5.72 -1.89 0.47
I 1.62 -1.01 7.67 0.11
C 1.76 -0.75 5.61 -0.55
C 2.35 0.39 5.09 -0.11
C 2.40 0.57 3.72 -0.23
I 3.25 2.30 2.92 0.05
C 1.86 -0.38 2.83 0.22
O 1.83 -0.15 1.52 -0.44
C 1.31 -1.55 3.37 0.07
C 0.79 -2.60 2.44 -0.27
N -0.23 -2.06 1.52 0.24
C -1.50 -1.76 2.18 -1.10
C -2.28 -0.72 1.42 0.41
C -3.51 -0.28 1.89 -0.92
C -4.20 0.68 1.17 -0.54
C -3.66 1.13 -0.03 -1.03
C -2.44 0.63 -0.43 -0.56
N -1.75 -0.26 0.30 0.87
C 1.25 -1.72 4.75 -0.50
H 2.76 1.15 5.75 0.43
H 1.61 -2.97 1.82 0.14
H 0.40 -3.44 3.02 0.44
H -0.41 -2.76 0.80 -0.07
H -2.11 -2.66 2.29 0.52
H -1.29 -1.41 3.19 0.45
H -3.92 -0.69 2.81 0.51
H -5.15 1.05 1.53 0.44
H -4.18 1.85 -0.64 0.51
H -2.00 0.93 -1.37 0.64
H 0.81 -2.62 5.16 0.45
C -0.75 -8.24 -0.49 -1.47
C -0.32 -6.82 -0.73 1.01
C 0.83 -6.30 -0.15 -1.02
C 1.24 -5.00 -0.39 -0.25
C 0.46 -4.20 -1.22 -0.07
C -0.70 -4.69 -1.82 -0.52
C -1.08 -5.99 -1.56 -0.85
S 1.01 -2.59 -1.61 1.64
O 1.91 -2.16 -0.50 -0.52
O 1.58 -2.60 -2.92 -0.64
O -0.15 -1.65 -1.47 -0.54
H -0.16 -8.70 0.31 0.36
H -0.61 -8.84 -1.39 0.33
H -1.80 -8.30 -0.22 0.37
H 1.43 -6.93 0.50 0.35
H 2.14 -4.60 0.06 0.54
H -1.28 -4.05 -2.47 0.52
H -1.98 -6.38 -2.02 0.41
```

Formula: C38H30IrN2O2STe
Source: the OMol25 dataset
Level of theory: the ωB97M-V functional and the def2-TZVPD basis

Its LUMO energy (spin up / spin down) is -3.130 / -3.131 eV. The value obtained for the gap between HOMO and LUMO (spin up / spin down) is 0.244 / 0.244 Ha. Its net charge is +1. The HOMO energy (spin up / spin down) is -0.3589 / -0.3589 Ha.

```
75
Properties=species:S:1:pos:R:3:mulliken_charge:R:1
Ir 1.60 0.47 -1.68 1.45
C -1.95 -2.70 4.24 -1.78
C -1.38 -1.74 3.20 2.17
C -1.58 -0.29 3.55 -1.48
C -1.50 0.62 2.58 -0.16
C -1.60 2.10 2.90 -0.16
O -1.38 2.46 4.03 -0.59
C -1.98 3.07 1.83 0.30
C -1.50 4.37 1.90 -0.52
C -1.92 5.31 0.97 -0.71
C -2.85 4.95 0.00 -0.38
C -3.36 3.66 -0.05 -0.79
C -2.89 2.71 0.85 0.22
C -1.19 0.04 1.26 1.13
O -0.44 0.66 0.21 -0.06
C 0.17 -0.42 0.84 -0.02
C -0.45 -2.74 1.50 -0.41
C 0.23 -2.13 -1.05 0.40
N -0.38 -2.40 -2.10 -0.42
C -1.79 -2.22 -2.36 0.01
C -2.08 -2.21 -3.88 -1.58
Te -0.53 -1.41 -5.14 0.29
C -0.27 0.32 -3.98 -0.27
C -1.39 0.91 -3.34 -0.52
C -1.25 2.04 -2.58 -0.07
C 0.01 2.63 -2.42 -0.62
C 1.12 2.11 -3.09 -0.79
C 0.98 0.94 -3.90 -0.77
C 1.72 -2.11 -1.06 0.09
C 2.47 -2.58 0.04 0.09
C 3.84 -2.50 0.03 -0.98
C 4.52 -1.92 -1.05 -0.62
C 3.82 -1.52 -2.16 -0.66
C 2.40 -1.61 -2.20 -0.55
H -3.00 -2.49 4.44 0.42
H -1.40 -2.61 5.19 0.46
H -1.87 -3.75 3.92 0.43
H -1.75 0.01 4.58 0.61
H -0.82 4.64 2.70 0.50
H -1.54 6.32 1.01 0.44
H -3.20 5.69 -0.72 0.43
H -4.12 3.40 -0.77 0.50
H -3.28 1.69 0.81 0.36
H -0.19 -3.67 0.99 0.46
H -2.14 -1.27 -1.96 -0.20
H -2.35 -3.03 -1.88 0.50
H -2.99 -1.65 -4.08 0.51
H -2.22 -3.22 -4.27 0.55
H -2.37 0.48 -3.48 0.59
H -2.12 2.49 -2.11 0.58
H 0.12 3.54 -1.83 0.38
H 2.03 2.69 -3.16 0.60
H 1.78 0.64 -4.55 0.54
H 1.98 -3.02 0.89 0.67
H 4.40 -2.88 0.88 0.44
H 5.60 -1.84 -1.03 0.44
H 4.34 -1.14 -3.03 0.45
H 1.90 -1.59 -3.15 0.55
S 3.89 0.70 2.21 -0.26
C 4.68 1.55 0.97 -0.50
C 3.97 1.58 -0.18 -0.77
C 2.72 0.88 -0.10 -0.45
C 2.54 0.37 1.17 1.33
C 1.40 -0.41 1.63 -0.62
C 1.30 -1.23 2.66 -1.55
C 0.14 -2.18 2.81 -0.51
C -1.83 -2.21 1.79 -1.20
C -1.78 -1.25 0.72 -1.47
N -0.34 -1.69 0.26 0.92
H 5.65 1.99 1.16 0.49
H 4.31 2.08 -1.08 0.39
H 2.14 -1.39 3.33 0.55
H 0.51 -2.94 3.49 0.62
H -2.70 -2.87 1.77 0.54
H -2.63 -1.24 0.05 1.07
```